A 5-piece molecular cluster, C11H34N2O5 overall in a non-equilibrium geometry, computed with ωB97M-V/def2-TZVPD.

CARTESIAN COORDINATES (ANGSTROEM)
1 C 3.387 -0.232 0.063
2 C 3.417 0.228 -1.356
3 C 4.511 -0.473 -2.230
4 O 5.857 -0.289 -1.787
5 C 6.305 0.992 -2.048
6 N 2.110 -0.059 -2.049
7 H 2.826 0.503 0.642
8 H 4.391 -0.193 0.486
9 H 2.956 -1.226 0.177
10 H 3.577 1.306 -1.393
11 H 4.352 -0.183 -3.268
12 H 4.462 -1.557 -2.130
13 H 7.273 1.158 -1.576
14 H 5.681 1.820 -1.713
15 H 6.474 1.152 -3.113
16 H 1.991 -1.059 -1.977
17 H 2.239 0.084 -3.041
18 C -3.584 -2.419 5.829
19 C -2.231 -2.297 5.034
20 C -2.577 -1.625 3.682
21 O -1.449 -1.600 2.812
22 C -1.760 -1.274 1.474
23 N -1.262 -1.637 5.837
24 H -4.205 -1.523 5.854
25 H -3.474 -2.655 6.888
26 H -4.159 -3.216 5.357
27 H -1.816 -3.270 4.769
28 H -2.829 -0.583 3.883
29 H -3.386 -2.187 3.217
30 H -0.773 -1.111 1.041
31 H -2.263 -0.321 1.311
32 H -2.276 -2.106 0.995
33 H -0.373 -1.624 5.356
34 H -1.195 -2.306 6.591
35 C -0.438 2.323 -1.114
36 O -0.363 0.917 -0.953
37 H -1.466 2.682 -1.160
38 H 0.076 2.823 -0.294
39 H 0.038 2.595 -2.056
40 H 0.537 0.659 -1.167
41 C -3.706 0.001 -1.509
42 O -2.882 0.765 -2.328
43 H -4.289 -0.659 -2.151
44 H -3.180 -0.531 -0.715
45 H -4.459 0.621 -1.024
46 H -2.002 0.752 -1.944
47 C -1.514 3.083 -4.616
48 O -2.335 1.992 -4.884
49 H -0.489 2.712 -4.635
50 H -1.506 3.852 -5.389
51 H -1.716 3.574 -3.664
52 H -2.502 1.620 -4.015

orbital gap (spin up / spin down) = 7.9 / 1.8 eV
lowest unoccupied orbital energy (spin up / spin down) = -3.23 / -9.27 eV
HOMO level (spin up / spin down) = -0.408 / -0.408 hartree
<S²> = 0.7548
2S+1 = 2
total charge = +1


A 6-piece molecular cluster, C11H34O6 overall in a non-equilibrium geometry, computed with ωB97M-V/def2-TZVPD.

CARTESIAN COORDINATES (ANGSTROEM)
1 O 12.463 -0.106 -16.616
2 H 12.310 -0.468 -15.740
3 H 12.720 -0.793 -17.236
4 H 11.622 0.259 -16.899
5 C 11.590 -3.222 -10.564
6 C 11.438 -2.279 -11.753
7 C 11.659 -0.806 -11.337
8 O 12.180 -2.638 -12.820
9 H 10.958 -4.085 -10.771
10 H 11.282 -2.804 -9.605
11 H 12.643 -3.490 -10.475
12 H 10.396 -2.305 -12.072
13 H 11.372 -0.054 -12.072
14 H 12.729 -0.675 -11.174
15 H 11.211 -0.591 -10.367
16 C 17.954 -0.255 -14.443
17 C 18.987 0.394 -15.306
18 O 19.001 1.738 -14.845
19 H 18.000 -0.038 -13.376
20 H 18.201 -1.316 -14.489
21 H 16.927 -0.098 -14.773
22 H 18.808 0.361 -16.381
23 H 20.001 0.065 -15.080
24 H 18.347 2.235 -15.341
25 C 16.521 -1.806 -21.010
26 C 15.639 -3.007 -20.562
27 O 14.381 -2.553 -20.065
28 H 17.469 -2.183 -21.392
29 H 16.701 -1.130 -20.175
30 H 15.877 -1.251 -21.693
31 H 16.105 -3.485 -19.701
32 H 15.445 -3.736 -21.349
33 H 13.879 -3.343 -19.849
34 C 14.576 4.639 -14.154
35 C 14.834 5.335 -15.486
36 O 15.537 4.425 -16.140
37 H 15.419 4.121 -13.697
38 H 13.801 3.872 -14.157
39 H 14.360 5.345 -13.353
40 H 15.272 6.302 -15.239
41 H 13.917 5.575 -16.023
42 H 15.677 4.658 -17.061
43 C 7.828 3.321 -15.622
44 C 8.146 3.045 -17.121
45 O 8.728 1.783 -17.213
46 H 8.714 3.533 -15.024
47 H 7.171 2.551 -15.218
48 H 7.137 4.145 -15.448
49 H 8.776 3.841 -17.518
50 H 7.254 2.999 -17.745
51 H 7.965 1.216 -17.345

orbital gap = 3.7 eV
energy relative to the best compared isomer or geometry (same formula, charge and spin) = 821.2 kJ/mol
lowest unoccupied orbital energy = -1.72 eV
HOMO level = -0.199 hartree


C11H35AlN8O7PS as an isolated structure, computed with ωB97M-V/def2-TZVPD.

CARTESIAN COORDINATES (ANGSTROEM)
1 C 2.552 -0.205 -0.733
2 C 2.994 -1.655 -0.540
3 P 1.609 -2.893 -0.344
4 C 0.744 -2.820 -1.979
5 Al 0.111 -2.051 1.319
6 C -1.616 -3.166 1.222
7 C -2.585 -2.518 0.229
8 C -4.062 -2.850 0.459
9 C -4.959 -2.444 -0.739
10 S -5.513 -0.782 -0.794
11 O -6.274 -0.500 0.374
12 O -6.097 -0.526 -2.073
13 O -4.186 0.069 -0.702
14 H 3.371 0.431 -1.080
15 H 2.185 0.219 0.200
16 H 1.748 -0.133 -1.463
17 H 3.625 -1.970 -1.365
18 H 3.539 -1.734 0.403
19 H 0.489 -1.808 -2.304
20 H -0.188 -3.380 -1.886
21 H 1.337 -3.301 -2.757
22 H -0.308 -0.551 0.878
23 H 0.784 -2.083 2.793
24 H -2.020 -3.207 2.236
25 H -1.323 -4.163 0.884
26 H -2.469 -1.437 0.292
27 H -2.317 -2.846 -0.779
28 H -4.448 -2.365 1.357
29 H -4.198 -3.929 0.551
30 H -4.408 -2.627 -1.662
31 H -5.891 -3.007 -0.782
32 H -4.105 0.601 -1.509
33 C 2.657 3.275 -3.206
34 O 2.393 2.446 -2.365
35 N 1.865 3.489 -4.306
36 N 3.780 4.069 -3.133
37 H 2.065 4.168 -5.014
38 H 1.042 2.921 -4.388
39 H 4.375 3.939 -2.336
40 H 4.017 4.763 -3.816
41 C -2.916 0.644 3.502
42 O -1.865 0.338 2.973
43 N -4.052 0.918 2.797
44 N -3.032 0.758 4.869
45 H -4.921 1.182 3.220
46 H -4.002 0.839 1.797
47 H -2.216 0.555 5.416
48 H -3.876 1.033 5.333
49 C 5.369 -1.099 -3.742
50 O 4.313 -1.668 -3.586
51 N 6.568 -1.768 -3.812
52 N 5.451 0.267 -3.847
53 H 7.453 -1.314 -3.929
54 H 6.536 -2.766 -3.723
55 H 4.589 0.777 -3.763
56 H 6.311 0.766 -3.963
57 C -0.459 3.974 5.157
58 O -1.503 4.203 5.747
59 N -0.316 2.982 4.242
60 N 0.673 4.723 5.389
61 H 0.543 2.792 3.761
62 H -1.111 2.404 4.034
63 H 0.603 5.463 6.060
64 H 1.545 4.559 4.924

orbital gap = 4.8 eV
energy relative to the best compared isomer or geometry (same formula, charge and spin) = 0.0 kJ/mol
lowest unoccupied orbital energy = 2.05 eV
HOMO level = -0.099 hartree
total charge = -1


A 6-piece molecular cluster, C11H35N3O7 overall in a non-equilibrium geometry, computed with ωB97M-V/def2-TZVPD.

CARTESIAN COORDINATES (ANGSTROEM)
1 C -0.395 -4.883 6.141
2 O -0.878 -4.666 4.793
3 C -1.982 -3.855 4.728
4 C -2.390 -3.540 3.295
5 N -1.466 -2.580 2.701
6 C -1.832 -1.988 1.475
7 C -0.791 -0.937 1.112
8 O 0.553 -1.476 1.062
9 C 0.761 -2.373 -0.049
10 H 0.356 -5.625 6.063
11 H -1.295 -5.309 6.623
12 H 0.021 -3.984 6.585
13 H -1.796 -2.884 5.252
14 H -2.885 -4.298 5.273
15 H -3.349 -2.950 3.308
16 H -2.517 -4.447 2.730
17 H -0.562 -2.956 2.653
18 H -2.736 -1.400 1.609
19 H -1.886 -2.657 0.630
20 H -0.695 -0.201 1.934
21 H -1.006 -0.443 0.096
22 H 1.789 -2.618 -0.080
23 H 0.432 -1.894 -0.949
24 H 0.303 -3.345 0.100
25 N 1.709 3.980 -2.547
26 C 0.420 3.504 -2.443
27 N -0.642 4.255 -2.814
28 O 0.196 2.395 -1.948
29 H 1.804 4.948 -2.725
30 H 2.364 3.589 -1.879
31 H -0.467 4.910 -3.548
32 H -1.489 3.717 -2.917
33 C -0.083 4.058 -7.720
34 O 0.434 3.698 -8.918
35 H -1.138 4.109 -7.652
36 H 0.184 3.415 -6.873
37 H 0.147 5.132 -7.445
38 H 0.335 2.739 -9.044
39 C 1.318 0.314 -4.325
40 O -0.020 0.302 -3.986
41 H 2.080 -0.149 -3.705
42 H 1.420 -0.220 -5.296
43 H 1.602 1.357 -4.531
44 H -0.292 0.998 -3.369
45 C 2.289 1.478 0.836
46 O 2.619 2.171 -0.386
47 H 2.389 2.125 1.673
48 H 1.259 1.125 0.883
49 H 2.880 0.555 0.925
50 H 1.830 1.956 -0.943
51 C -0.048 0.989 4.189
52 O 1.186 0.561 3.595
53 H -0.867 0.957 3.481
54 H -0.286 0.368 5.062
55 H 0.142 2.001 4.463
56 H 0.971 -0.029 2.819

orbital gap = 9.2 eV
energy relative to the best compared isomer or geometry (same formula, charge and spin) = 0.0 kJ/mol
lowest unoccupied orbital energy = 0.35 eV
SMILES = COCCNCCOC.NC(N)=O.CO.CO.CO.CO
HOMO level = -0.324 hartree